Record 1
Molecular formula: C4H16N8O4
Method: DFT, wB97M-V/def2-TZVPD

```
32
Properties=species:S:1:pos:R:3:nbo_charge:R:1
C 2.2171 1.4272 -0.2026 0.847
O 1.0629 1.4829 -0.5273 -0.666
N 3.0621 2.3323 -0.6427 -0.779
N 2.8378 0.4695 0.3740 -0.804
H 4.0510 2.3913 -0.4456 0.393
H 2.6808 3.1675 -1.0636 0.406
H 3.6758 0.6119 0.9195 0.418
H 2.2805 -0.3369 0.6174 0.399
C -1.0442 -0.8853 -1.2560 0.751
O -2.1971 -1.2356 -1.1686 -0.680
N -0.5685 0.1420 -0.5660 -0.856
N -0.1922 -1.3457 -1.9491 -0.753
H -1.2516 0.8198 -0.2594 0.393
H 0.3811 0.4493 -0.7208 0.390
H 0.7583 -1.0475 -1.7825 0.397
H -0.3932 -2.1741 -2.4908 0.419
C 0.8520 2.5147 1.9458 0.755
O 1.9301 2.9130 1.4838 -0.748
N 0.6010 2.5602 3.2349 -0.819
N 0.0113 1.8083 1.3046 -0.835
H -0.3763 2.3692 3.4036 0.373
H 1.1891 3.1296 3.8266 0.407
H -0.7854 1.5504 1.8693 0.364
H 0.3050 1.5038 0.3875 0.406
C -2.7170 -3.4613 -0.4384 0.734
O -2.9013 -4.5100 0.2419 -0.744
N -1.5883 -3.0898 -0.8072 -0.837
N -3.6354 -2.8410 -1.1104 -0.856
H -0.7243 -3.4549 -0.4327 0.366
H -1.5409 -2.2355 -1.3439 0.364
H -3.3804 -1.8871 -1.3227 0.416
H -4.6002 -3.1382 -1.0785 0.382
```

The highest occupied orbital energy comes out at -0.2819 hartree. For the energy above the lowest of the compared OMol25 structures with the same formula, charge and spin, the calculation gives 11.847 eV. The calculation puts the LUMO energy at 0.002 Eh. For the total energy, the calculation gives -900.76663 a.u. The value obtained for the largest force on an atom is 13.2 eV Å⁻¹. The value obtained for the frontier orbital gap is 7.715 eV.

Record 2
Molecular formula: C35H33FeN6O6Si
Method: DFT, wB97M-V/def2-TZVPD

```
82
Properties=species:S:1:pos:R:3:mulliken_spin:R:1
Fe -0.0316 -0.3596 -0.5597 3.728
C -2.1682 -1.7248 2.7497 0.004
C -3.1587 -1.4213 1.6625 -0.002
C -4.5047 -1.2573 1.9915 0.000
C -5.3930 -0.8947 1.0005 0.000
C -4.9248 -0.7438 -0.2908 0.000
C -3.5774 -0.9863 -0.5582 -0.009
N -2.7274 -1.3061 0.4110 0.005
C -3.0675 -0.9026 -1.9542 0.019
C -4.0018 -0.8506 -2.9915 0.002
C -3.5608 -0.7819 -4.2952 -0.001
C -2.2113 -0.7716 -4.5525 0.001
C -1.3160 -0.8154 -3.4817 0.015
N -1.7455 -0.8858 -2.2116 0.023
C 0.1394 -0.7765 -3.7300 0.004
C 0.6526 -0.5372 -5.0033 -0.001
C 2.0219 -0.5183 -5.1889 0.001
C 2.8488 -0.7238 -4.1027 -0.002
C 2.2706 -0.9181 -2.8490 0.009
C 3.1146 -1.0231 -1.6173 -0.002
N 0.9530 -0.9605 -2.6891 0.016
H -2.1476 -2.7976 2.9550 0.000
H -1.1714 -1.4291 2.4397 0.001
H -2.4465 -1.1978 3.6636 0.000
H -4.8342 -1.3911 3.0137 0.000
H -6.4352 -0.7119 1.2317 0.000
H -5.6014 -0.4207 -1.0695 0.000
H -5.0616 -0.8772 -2.7895 0.000
H -4.2733 -0.7326 -5.1092 0.000
H -1.8613 -0.7392 -5.5729 0.000
H -0.0015 -0.3376 -5.8398 0.000
H 2.4376 -0.3287 -6.1706 0.000
H 3.9246 -0.7086 -4.2131 0.000
H 4.1047 -1.4196 -1.8447 0.000
H 3.2202 -0.0175 -1.1977 -0.001
H 2.6170 -1.6389 -0.8701 0.003
O -1.1711 0.9130 1.0660 0.034
N -0.4657 1.5907 1.8613 -0.010
N 0.7986 1.3890 1.7914 -0.001
O 1.3960 0.5520 0.9805 0.041
C 1.6163 2.2165 2.6125 0.000
C 2.9453 2.3861 2.2536 0.003
C 3.7540 3.2263 3.0043 0.000
C 3.2462 3.8881 4.1119 0.000
C 1.9192 3.6957 4.4761 0.000
C 1.1004 2.8607 3.7358 0.000
H 3.3127 1.8651 1.3804 0.000
H 4.7877 3.3691 2.7148 0.000
H 3.8772 4.5552 4.6861 0.000
H 1.5156 4.2003 5.3451 0.000
H 0.0670 2.7089 4.0060 0.000
C 2.9890 -4.8415 1.5433 0.003
Si 1.2676 -4.9752 0.7676 0.000
C 1.3629 -6.1509 -0.7138 0.002
C 0.0928 -5.7824 2.0170 0.002
C 0.7010 -3.3226 0.2714 0.012
C 0.3695 -2.1805 -0.0309 0.030
H 3.3434 -5.8006 1.9311 0.000
H 2.9844 -4.1217 2.3641 0.000
H 3.7109 -4.4856 0.8049 0.000
H 1.7603 -7.1282 -0.4267 0.000
H 2.0016 -5.7416 -1.4993 0.000
H 0.3705 -6.3034 -1.1441 0.000
H 0.4141 -6.7986 2.2611 0.000
H -0.9180 -5.8377 1.6065 0.000
H 0.0411 -5.2131 2.9477 0.000
O 2.0012 2.3868 -1.8726 0.013
C 0.8777 2.3473 -1.3813 0.005
O 0.0680 1.3534 -1.4328 0.046
C 0.3634 3.5274 -0.5931 0.003
C -0.9932 3.6616 -0.3113 0.003
C -1.4450 4.7255 0.4413 -0.001
C -0.5310 5.6525 0.9357 0.001
C 0.8311 5.5172 0.6774 0.000
C 1.2677 4.4613 -0.0948 0.001
N -0.9991 6.7688 1.7138 0.000
O -2.1995 6.9462 1.8191 0.000
O -0.1789 7.5028 2.2363 0.000
H -1.6750 2.9073 -0.6753 -0.001
H -2.4926 4.8421 0.6763 0.000
H 1.5145 6.2462 1.0870 0.000
H 2.3177 4.3281 -0.3176 0.001
```

The highest occupied orbital energy (alpha / beta) comes out at -0.1762 / -0.1630 hartree. Its multiplicity is 5. The expectation value of S² is 6.01. For the energy above the lowest of the compared OMol25 structures with the same formula, charge and spin, the calculation gives 2.596 eV. The calculation puts the LUMO energy (alpha / beta) at 0.074 / 0.073 Eh. For the total energy, the calculation gives -3686.67503 a.u. The value obtained for the largest force on an atom is 2.1 eV Å⁻¹. The value obtained for the frontier orbital gap (alpha / beta) is 6.795 / 6.433 eV. As for the charge: -1.

Record 3
Molecular formula: C15H16FeN5OS4Sb
Method: DFT, wB97M-V/def2-TZVPD

```
43
Properties=species:S:1:pos:R:3:mulliken_spin:R:1
Fe -0.1915 0.0777 -0.0905 2.955
C 2.1422 -3.3161 0.8517 -0.006
C 1.5444 -2.1290 0.1677 0.015
N 0.4410 -1.5829 0.6238 -0.046
N -0.2162 -2.0862 1.6488 -0.019
C -1.3094 -1.3889 1.9035 -0.057
O -1.6259 -0.4153 1.1360 0.065
C -2.1210 -1.7524 3.0617 0.027
C -3.4666 -1.3900 3.1112 0.007
C -4.2310 -1.7517 4.2047 0.008
C -3.6532 -2.4562 5.2483 -0.002
C -2.3133 -2.8056 5.2052 0.004
C -1.5468 -2.4681 4.1099 -0.007
C 2.0793 -1.4800 -0.9834 0.000
C 3.2658 -1.8821 -1.6191 0.005
C 3.6703 -1.2554 -2.7727 0.000
C 2.9061 -0.1917 -3.2585 0.006
C 1.7801 0.1931 -2.5583 0.014
N 1.3500 -0.4294 -1.4648 0.014
H 1.7770 -3.3260 1.8766 0.000
H 3.2273 -3.2737 0.8526 0.000
H 1.8340 -4.2399 0.3623 0.002
H -3.8888 -0.8306 2.2894 0.010
H -5.2806 -1.4965 4.2537 0.000
H -4.2492 -2.7337 6.1029 0.000
H -1.8733 -3.3468 6.0278 0.000
H -0.5033 -2.7323 4.0552 -0.001
H 3.8413 -2.6848 -1.1879 0.000
H 4.5606 -1.5722 -3.2960 0.000
H 3.1931 0.3227 -4.1609 0.000
H 1.1768 1.0260 -2.8972 -0.005
S -2.2056 1.8452 2.9006 0.799
Sb -0.7074 2.7116 1.3687 0.041
S 1.1838 1.1540 1.2916 0.090
S -1.3082 1.7928 -0.8471 0.055
N -2.3351 -1.8953 -4.2945 0.001
C -1.8192 -1.1258 -3.3228 -0.003
N -1.6779 0.1823 -3.5515 0.000
S -1.3523 -1.8392 -1.8851 0.016
H -2.6214 -1.5120 -5.1783 0.000
H -2.3776 -2.8879 -4.1434 0.001
H -2.1509 0.6302 -4.3204 0.000
H -1.4425 0.7685 -2.7546 0.010
```

The highest occupied orbital energy (alpha / beta) comes out at -0.2759 / -0.2818 hartree. Its multiplicity is 5. The expectation value of S² is 6.11. For the energy above the lowest of the compared OMol25 structures with the same formula, charge and spin, the calculation gives 0.111 eV. The calculation puts the LUMO energy (alpha / beta) at -0.031 / -0.063 Eh. For the total energy, the calculation gives -4026.99743 a.u. The value obtained for the largest force on an atom is 2.1 eV Å⁻¹. The value obtained for the frontier orbital gap (alpha / beta) is 6.675 / 5.941 eV.

Record 4
Molecular formula: C17H22FN7O3
Method: DFT, wB97M-V/def2-TZVPD

```
50
Properties=species:S:1:pos:R:3:nbo_charge:R:1
N -5.4465 -0.3115 0.2062 -0.753
C -4.1660 -0.1164 -0.1098 0.469
N -3.5773 -1.0829 -0.8020 -0.599
C -2.2972 -0.9218 -1.1422 0.628
N -1.5569 0.1596 -0.8934 -0.623
C -2.0921 1.1470 -0.1921 0.484
N -1.3318 2.2205 0.0890 -0.585
C -0.0284 2.4899 -0.3155 0.205
C 0.7384 3.3285 0.4953 -0.220
C 2.0390 3.6386 0.1533 -0.270
C 2.5642 3.1127 -1.0137 0.376
C 1.8163 2.3020 -1.8477 -0.269
C 0.5157 1.9932 -1.4981 -0.237
H -0.0868 1.3707 -2.1367 0.245
H 2.2516 1.9251 -2.7596 0.229
F 3.8389 3.4031 -1.3528 -0.326
H 2.6456 4.2748 0.7774 0.235
H 0.3085 3.7303 1.4004 0.219
H -1.7665 2.8777 0.7443 0.444
C -3.4472 1.0652 0.2860 -0.172
N -4.0306 2.0408 1.0722 0.520
O -5.2151 1.9393 1.4001 -0.448
O -3.3575 3.0085 1.4502 -0.456
N -1.7351 -1.9332 -1.8176 -0.563
H -2.3101 -2.7558 -1.9188 0.406
C -0.3279 -2.0354 -2.1104 -0.226
H -0.2119 -2.3780 -3.1437 0.200
C 0.3855 -3.0110 -1.1660 -0.421
H -0.1163 -3.9783 -1.2324 0.204
H 1.4141 -3.1498 -1.4980 0.223
C 0.3975 -2.5456 0.2957 -0.217
N 1.6902 -2.0219 0.7084 -0.442
C 2.0278 -0.7664 0.0550 -0.261
C 3.4068 -0.3009 0.5230 -0.074
O 3.4530 -0.1336 1.9190 -0.522
C 3.1231 -1.3421 2.5594 -0.072
C 1.7338 -1.8280 2.1494 -0.248
H 1.5241 -2.7803 2.6419 0.202
H 0.9828 -1.0863 2.4767 0.168
H 3.1602 -1.1443 3.6319 0.193
H 3.8634 -2.1151 2.3026 0.165
H 3.6512 0.6689 0.0875 0.197
H 4.1593 -1.0426 0.2139 0.163
H 2.0622 -0.9180 -1.0235 0.199
H 1.2820 0.0147 0.2819 0.182
H 0.1889 -3.3992 0.9458 0.200
H -0.4028 -1.8029 0.4550 0.172
H 0.0851 -1.0327 -2.0117 0.231
H -5.8769 -1.1693 -0.0900 0.407
H -5.9277 0.3922 0.7542 0.438
```

The highest occupied orbital energy comes out at -0.3079 hartree. The structure (SMILES) is Nc1nc(NCCCN2CCOCC2)nc(Nc2ccc(F)cc2)c1[N+](=O)[O-]. For the energy above the lowest of the compared OMol25 structures with the same formula, charge and spin, the calculation gives 0.000 eV. The calculation puts the LUMO energy at -0.008 Eh. For the total energy, the calculation gives -1369.84907 a.u. The value obtained for the largest force on an atom is 1.0 eV Å⁻¹. The value obtained for the frontier orbital gap is 8.170 eV.

> Which value of largest force on an atom does entry 1 give?

13.2 eV Å⁻¹

> Which formula does entry 4 have?

C17H22FN7O3